Entry 1:
One molecule with the formula C14H17F at a distorted geometry. Source: the OMol25 dataset; level of theory: wB97M-V/def2-TZVPD.

ORCA input file:
```
! wB97M-V def2-TZVPD RIJCOSX def2/J DEFGRID3
* xyz 0 1
C -1.01010 0.74477 -1.48192
C 0.71193 2.34317 -1.15029
C -1.11834 1.13425 -2.79747
C 0.61868 2.77697 -2.47072
C -0.16671 1.38375 -0.59808
C -0.25216 2.08846 -3.35416
C 0.38772 -0.66781 0.91996
C 0.16638 1.65305 1.88203
C 0.11353 0.92739 0.78787
C 0.85692 -1.48973 2.17282
C -0.38996 2.35958 -4.80737
C -0.54478 -1.96725 3.60904
C 0.89072 -3.94958 2.61761
C 0.10445 -2.72036 2.33950
F -1.01590 -2.96093 1.37202
H -1.60784 -0.11211 -1.25436
H 1.24402 3.06822 -0.61930
H -1.75951 0.64171 -3.51424
H 1.08637 3.75424 -2.69862
H -0.51880 -1.03209 0.51984
H 1.26598 -0.99737 0.24697
H -0.10064 2.70146 1.86963
H 0.63443 1.31194 2.79160
H -1.35945 2.28919 -5.21300
H -0.13232 3.39066 -5.12734
H 0.17741 1.76419 -5.48518
H -0.11892 -2.57589 4.40743
H -1.61672 -2.07242 3.45459
H -0.11939 -0.91549 3.56980
H 1.42268 -4.26569 1.66925
H 1.72841 -3.77506 3.30783
H 0.42190 -4.83123 3.03425
*
```

HOMO level   -8.64 eV
Kohn-Sham gap   9.468 eV
LUMO level   0.8 eV

Löwdin atomic charge list, values in e, 2 entries: C -0.04; C -0.03

=====

Entry 2:
C14H17F3HgN2O3S as an isolated structure at a distorted geometry. Source: the OMol25 dataset; level of theory: wB97M-V/def2-TZVPD.

ORCA input file:
```
! wB97M-V def2-TZVPD RIJCOSX def2/J DEFGRID3
* xyz 0 1
C -2.82808 -1.37187 0.82624
C -3.45491 1.77708 -1.63208
H -2.26096 -2.02913 0.15501
H -3.91634 -1.58281 0.75664
H -2.50541 -1.33342 1.87722
H -2.71900 2.05970 -2.40949
H -4.24089 1.08024 -2.03319
H -4.01394 2.64625 -1.25709
C 0.17768 -2.69936 0.30649
C 1.06259 -3.79405 0.21825
C 2.22738 -3.60842 -0.53050
C 2.41726 -2.38965 -1.18153
H -0.65824 -2.75081 1.01827
H 0.80492 -4.71020 0.74983
H 2.97929 -4.39752 -0.57328
H 3.32331 -2.18308 -1.71719
N 0.28707 -1.61558 -0.45091
C 1.42405 -1.38071 -1.12366
C 1.65074 -0.02749 -1.72275
N 0.71397 0.90832 -1.53650
C 0.95814 2.17606 -1.88039
C 3.10015 1.62581 -2.81170
C 2.14206 2.60366 -2.53483
H 0.19342 2.91600 -1.61061
H 2.25517 3.65925 -2.78992
C 2.84045 0.31256 -2.41192
H 3.56323 -0.45473 -2.61442
H 4.02420 1.90552 -3.31426
Hg -2.64229 0.47496 -0.12224
C -1.37738 2.45578 0.30684
H -1.58978 3.11278 -0.54633
H -0.29373 2.53301 0.52347
H -1.92600 2.82705 1.17920
F -0.51614 -0.06470 5.48157
C 0.06357 -0.34169 4.28859
F 1.40760 -0.18421 4.41699
F -0.19036 -1.65053 3.99721
S -0.54533 0.74711 2.85848
O -2.00230 0.57028 2.86810
O -0.07284 2.06599 3.25056
O 0.13766 0.11249 1.72584
*
```

HOMO level (spin up / spin down)   -8.93 / -8.93 eV
Kohn-Sham gap (spin up / spin down)   5.229 / 5.851 eV
LUMO level (spin up / spin down)   -3.7 / -3.1 eV

Löwdin atomic charge list, values in e, 2 entries: C -0.29; C -0.17

=====

Entry 3:
One molecule with the formula C14H17N3O3S at a distorted geometry. Source: the OMol25 dataset; level of theory: wB97M-V/def2-TZVPD.

ORCA input file:
```
! wB97M-V def2-TZVPD RIJCOSX def2/J DEFGRID3
* xyz 0 1
C -2.90288 -2.80825 0.67898
O -2.96645 -1.33115 0.37674
C -2.04892 -0.63467 0.73566
C -0.96414 -1.16812 1.33247
C -0.01182 -0.18374 1.77574
C -0.10644 1.06941 1.40754
C 1.13305 2.04089 1.39364
C 1.99788 2.14250 -0.18361
N 1.71493 0.76690 -0.60857
C 0.77329 0.45821 -1.57942
N 0.09756 1.29615 -2.22236
C 0.23587 -0.66873 -1.97248
C 0.83011 -1.82504 -0.98218
O 0.39257 -3.03993 -0.83430
N 1.89562 -1.47715 -0.22037
C 2.40368 -0.31420 -0.24103
S 3.76552 -0.07886 0.63571
C -1.19084 1.63761 0.45707
C -2.26716 0.76829 0.24793
O -3.32417 1.01541 -0.32862
C -3.60826 2.59119 -0.70780
H -3.65926 -3.28661 0.11369
H -2.91972 -3.06415 1.48541
H -2.03430 -3.14494 0.38841
H -0.85837 -1.79939 1.88357
H 0.87873 -0.49391 2.27779
H 1.93596 1.54289 2.07320
H 0.91532 3.05399 1.58265
H 2.99138 2.28084 0.00769
H 1.42693 2.65580 -0.79305
H -0.54773 1.36123 -2.94802
H 0.57586 2.23347 -2.37143
H -0.56652 -1.08485 -2.30080
H 2.54222 -2.20200 0.03490
H -1.23188 2.61947 0.10103
H -2.89900 2.79775 -1.56062
H -4.51158 2.24027 -1.30390
H -3.51012 3.16938 0.16144
*
```

Structure (SMILES)   COc1ccc(CCn2c(N)cc(=O)[nH]c2=S)cc1OC
HOMO level   -7.45 eV
Kohn-Sham gap   7.631 eV
LUMO level   0.2 eV

Löwdin atomic charge list, values in e, 2 entries: C 0.11; O 0.06

=====

ΔE to the lowest compared entry with this formula, charge and spin values (in kJ/mol) by entry order: 320.64 501.00 1387.80.